The following is a quantum chemistry calculation of a 2-piece molecular cluster, C39H36NO overall in a non-equilibrium geometry, from the OMol25 dataset.

```
77
Properties=species:S:1:pos:R:3:forces:R:3
C 4.1437 1.0912 1.9918 -0.2836 -0.0351 0.0233
C 3.4066 1.9625 2.8049 0.0951 -0.3017 -0.1887
C 2.0185 1.9132 2.7985 -0.2307 -0.2014 -0.4107
C 1.3201 1.0381 1.9312 1.3432 -0.2859 0.1519
C -0.1149 1.1041 1.7510 -1.4216 1.2588 0.2593
C -0.8368 2.2869 1.8090 0.6541 -1.2859 -0.2449
N -2.2213 2.3138 1.9027 -0.0763 0.1023 0.3292
C -2.8767 1.0337 2.1188 -0.1884 -0.0492 -0.0831
C -4.3633 1.1558 2.4313 0.0461 0.0784 0.0421
C -5.0917 2.0431 1.4348 -0.0449 0.0744 0.0109
C -4.4148 3.4010 1.3377 0.1115 0.0499 0.1482
C -2.9228 3.2820 1.0513 -0.1569 0.0509 -0.4393
C -0.1891 3.6257 1.7502 0.1153 0.6910 0.0146
C 0.7246 3.9484 0.7325 -0.3183 0.1149 0.2957
C 1.2768 5.2290 0.6615 -0.0798 -0.1524 0.1336
C 0.9619 6.1842 1.6326 -0.0314 -0.1219 0.0466
C 0.0633 5.8705 2.6594 -0.0019 -0.2546 -0.2718
C -0.5407 4.6117 2.6908 0.4125 -0.0702 -0.1135
C 2.0825 0.0740 1.2284 -0.2807 0.6324 0.1367
C 3.4717 0.1271 1.2285 0.2248 0.0791 0.2281
H 5.2307 1.1444 1.9742 -0.2314 -0.0311 0.0165
H 3.9167 2.6842 3.4447 -0.1162 -0.2331 -0.1713
H 1.4435 2.5797 3.4395 0.1988 -0.1203 -0.1719
H -0.6524 0.1669 1.5950 0.1990 0.2566 0.1195
H -2.7615 0.3954 1.2253 0.0221 -0.0540 0.0196
H -2.3901 0.5300 2.9652 0.0824 0.1197 -0.3203
H -4.7884 0.1481 2.4133 0.0157 0.0616 0.1286
H -4.4865 1.5526 3.4454 -0.0152 -0.0106 -0.0965
H -5.0891 1.5678 0.4464 -0.0327 -0.0110 0.0371
H -6.1319 2.1722 1.7425 0.0006 -0.0785 -0.1162
H -4.8548 3.9874 0.5241 0.0243 0.0041 0.1605
H -4.5615 3.9678 2.2664 -0.0102 -0.1354 -0.0796
H -2.4828 4.2782 1.1682 0.0677 -0.3869 -0.0670
H -2.7966 2.9921 -0.0102 0.0287 0.0177 0.1466
H 0.9842 3.1847 -0.0014 -0.0481 0.2103 0.1600
H 1.9609 5.4705 -0.1556 -0.1938 -0.0265 0.3173
H 1.4185 7.1740 1.5892 -0.1384 -0.2744 0.0163
H -0.1764 6.5992 3.4339 0.0558 -0.1264 -0.2690
H -1.2720 4.3736 3.4654 0.2136 0.0193 -0.1896
H 1.5471 -0.6755 0.6429 0.1685 0.1568 0.0309
H 4.0478 -0.5847 0.6301 -0.1862 0.1973 0.2175
C 6.4568 -4.0422 -1.8893 -0.0484 0.2553 0.0381
O 5.7305 -2.8021 -2.0381 -1.3863 -0.0388 0.1493
C 4.3841 -2.7612 -1.8692 0.7249 -0.2889 -0.1011
C 3.7572 -1.5200 -2.1460 0.1612 -0.1075 0.0078
C 2.3915 -1.3958 -2.0527 0.3467 0.2305 -0.2244
C 1.5802 -2.4889 -1.6615 -0.5382 0.1200 0.0888
C 0.1423 -2.4070 -1.6745 1.1185 -0.8899 -0.3776
C -0.7322 -3.3030 -0.9416 -1.2431 -0.2952 -0.1314
C -2.0332 -3.2530 -1.5469 0.5319 -1.2130 0.7949
C -3.0133 -4.1785 -1.2233 0.3111 0.5534 -0.1375
C -2.7634 -5.0889 -0.1862 0.6516 0.0024 0.2028
C -1.5224 -5.0900 0.4743 -0.2441 0.0000 -0.0998
C -0.4970 -4.2128 0.0907 -0.0959 0.1827 0.1210
C -1.9912 -2.2836 -2.6255 0.8206 0.7923 -1.1226
C -0.6566 -1.7394 -2.6908 -1.3367 0.0912 -0.1471
C -0.3206 -0.8972 -3.7491 -0.1103 0.1161 0.2034
C -1.3115 -0.5421 -4.6768 -0.3322 -0.1290 -0.0445
C -2.5950 -1.1125 -4.6262 0.7019 0.2493 0.0367
C -2.9223 -2.0243 -3.6130 0.2439 -0.1063 0.5180
C 2.2326 -3.7140 -1.3655 -0.0341 -0.1068 0.3166
C 3.6006 -3.8650 -1.4634 0.1809 0.0769 -0.0912
H 7.4844 -3.7498 -2.1152 -0.1869 -0.2560 0.0908
H 6.3880 -4.4220 -0.8618 -0.0078 0.1284 -0.2399
H 6.1115 -4.7986 -2.6061 0.0124 0.2405 0.1541
H 4.3992 -0.6908 -2.4447 -0.2612 -0.1672 0.1347
H 1.9317 -0.4278 -2.2484 0.1813 -0.2401 0.1502
H -3.9357 -4.1983 -1.8015 0.0760 -0.0438 0.3312
H -3.5266 -5.8154 0.0972 0.2417 0.2337 -0.0636
H -1.3457 -5.7973 1.2879 -0.0708 0.2614 -0.2970
H 0.4638 -4.2153 0.6032 -0.3014 -0.0954 0.0108
H 0.6929 -0.5126 -3.8393 -0.3354 -0.0225 -0.1879
H -1.0746 0.1741 -5.4648 -0.0473 -0.2920 0.2070
H -3.3288 -0.8660 -5.3933 0.2221 -0.0385 0.1983
H -3.8730 -2.5521 -3.5906 0.0650 0.2768 -0.1197
H 1.6315 -4.5777 -1.0914 0.2002 0.1723 -0.1944
H 4.0612 -4.8335 -1.2484 -0.2043 0.4183 -0.1318
```
Forces are in eV/Å.

Summary:
Gap between HOMO and LUMO, eV: 3.41
Multiplicity: 1
E, eV: -44557.8710
Total charge: +1
E_HOMO, eV: -9.07

Here are the Mulliken charges for atoms 1 to 2, given in e: -0.7586 -0.6481


The following is a quantum chemistry calculation of an isolated ion of composition C5H9N2S and charge +1 in a non-equilibrium geometry, from the OMol25 dataset.

```
17
Properties=species:S:1:pos:R:3:forces:R:3
C -2.3370 -0.9755 -0.4153 -0.5372 0.1973 -0.4309
C -2.4021 -0.3176 2.5601 -0.9940 0.2670 -1.7631
C 0.5591 1.0712 -1.2906 0.3798 0.4174 -1.9336
C 2.2726 -0.2289 -0.0149 0.7138 -0.7425 3.7902
C 0.9105 0.3845 0.0277 -0.7934 -0.0842 -1.2129
N -1.1169 -0.9059 -0.3704 1.1869 1.3494 1.5100
N -0.1273 -0.6600 0.2945 -0.3290 -1.5918 -0.2259
S -3.2395 -0.2890 1.2926 -0.0337 0.0254 1.0855
H -3.0386 -1.3958 -1.1219 0.4506 -0.3708 -0.1758
H -1.4989 -0.4238 3.0849 0.9391 -0.1879 0.6100
H 1.3032 1.7640 -1.8149 -0.5576 -1.0008 1.4216
H -0.3087 1.6680 -1.1217 -0.7972 0.5436 -0.1100
H 0.2982 0.3473 -2.1340 0.3654 0.5193 1.3389
H 2.6341 -0.5780 1.0723 -0.9147 0.4188 -2.4946
H 2.9344 0.5622 -0.2606 0.7555 0.6867 -0.4191
H 2.3479 -1.0105 -0.7250 0.1323 -0.8173 -0.6168
H 0.8091 0.9878 0.9373 0.0335 0.3704 -0.3735
```
Forces are in eV/Å.

Summary:
Gap between HOMO and LUMO (spin up / spin down), eV: 7.91 / 7.91
Multiplicity: 1
E, eV: -19133.5367
Total charge: +1
E_HOMO (spin up / spin down), eV: -13.67 / -13.67

Here are the natural (NBO) charges for atoms 1 to 2, given in e: -0.1351 -0.3556


The lowest E belongs to which entry?
C39H36NO


Which value of total charge does entry 1 give?
+1


What is the total charge in the second record?
+1


Which formula does entry 1 have?
C39H36NO